No. 1
The following is a DFT calculation (ωB97M-V/def2-TZVPD) of a molecular structure, C17H26N7PdS3.

Last column: Mulliken charge in e.
Positions of all 54 atoms, in Å:
Pd (0.52747, 0.11555, -0.22677)  -0.01
C (0.10571, -1.24180, 3.86757)  -1.53
C (0.32462, -1.13495, 2.40797)  0.25
N (0.24754, 0.01201, 1.76964)  1.23
N (0.01654, 1.11420, 2.54207)  -1.18
C (-0.46638, 2.08382, 1.81562)  0.74
N (-0.73970, 3.24996, 2.39889)  -0.37
S (-0.79829, 1.85030, 0.11874)  -0.30
C (0.57176, -2.31849, 1.57628)  0.77
C (0.57358, -3.59224, 2.10385)  -0.57
C (0.73706, -4.68290, 1.24276)  -0.76
C (0.91126, -4.44224, -0.10130)  -0.92
C (0.91615, -3.12090, -0.55283)  -0.12
N (0.73582, -2.08648, 0.25686)  0.29
H (0.08976, -0.26486, 4.33439)  0.39
H (0.89213, -1.85317, 4.31412)  0.44
H (-0.84985, -1.73860, 4.06513)  0.39
H (-0.62120, 3.34733, 3.39639)  0.25
H (-1.09578, 4.03725, 1.88185)  0.21
H (0.43924, -3.74816, 3.16477)  0.49
H (0.72777, -5.69220, 1.63288)  0.47
H (1.04269, -5.25116, -0.80684)  0.49
H (1.08345, -2.90820, -1.60026)  0.47
C (-0.42620, 1.53598, -2.80328)  -0.90
C (-0.66770, 1.41171, -4.36547)  -0.86
N (-0.31998, 0.08551, -4.79310)  -0.01
C (1.07936, -0.17914, -4.57327)  -1.01
C (1.36828, -0.06724, -3.03407)  -0.51
N (0.08591, 0.22885, -2.31162)  0.95
C (-0.91269, -0.83170, -2.56826)  -0.18
C (-1.13459, -0.90896, -4.15199)  -0.84
H (-1.37159, 1.76548, -2.32294)  0.47
H (0.30078, 2.31390, -2.57072)  0.50
H (-0.06559, 2.14983, -4.89055)  0.31
H (-1.71941, 1.60099, -4.57013)  0.34
H (1.68871, 0.54194, -5.11445)  0.32
H (1.32346, -1.17945, -4.92525)  0.34
H (2.06359, 0.73816, -2.83353)  0.57
H (1.77571, -1.00558, -2.65490)  0.27
H (-1.84329, -0.56944, -2.06577)  0.49
H (-0.55210, -1.78134, -2.18710)  0.09
H (-2.18694, -0.74002, -4.36821)  0.29
H (-0.84945, -1.89877, -4.50144)  0.40
S (2.45206, 1.42695, -0.29405)  -0.12
C (3.79673, 0.39238, 0.02879)  0.38
N (5.02115, 0.79575, -0.16409)  -0.15
C (6.08705, -0.21374, 0.00800)  -0.58
C (5.48476, -1.31455, 0.88058)  -0.54
S (3.66954, -1.20389, 0.63888)  0.09
H (5.23326, 1.73966, -0.46849)  0.28
H (6.95467, 0.24470, 0.47649)  0.36
H (6.37609, -0.58524, -0.97482)  0.31
H (5.68794, -1.17423, 1.93953)  0.36
H (5.81652, -2.30258, 0.57359)  0.42

**Net charge**: +3
**Kohn-Sham gap (spin up / spin down)**: 3.9 / 3.9 eV
**Energy relative to the best compared isomer or geometry (same formula, charge and spin)**: 77.5 kJ/mol

No. 2
The following is a DFT calculation (ωB97M-V/def2-TZVPD) of 2 unconnected molecules or ions with the total composition C7H8I2Si.

Last column: Mulliken charge in e.
Positions of all 18 atoms, in Å:
C (-1.42120, -0.00926, -2.26389)  -0.47
C (-1.45306, -0.76653, -1.06790)  -0.52
C (-0.48937, 0.96129, -2.44383)  -0.59
C (-0.48106, -0.53303, -0.13195)  -0.55
C (0.50969, 1.09483, -1.53007)  -0.52
C (0.47992, 0.35951, -0.45516)  0.91
C (-0.46596, -0.82038, 3.70698)  -1.01
Si (2.06875, 0.49043, 0.75126)  0.13
I (3.58755, 2.39503, 0.13009)  -0.15
I (3.31753, -1.64880, 0.35198)  -0.07
H (-2.25230, -0.15419, -2.94567)  0.34
H (-2.32370, -1.31932, -0.98557)  0.43
H (-0.46680, 1.58558, -3.29744)  0.39
H (-0.49898, -1.00754, 0.79255)  0.43
H (1.18239, 1.86606, -1.68494)  0.21
H (-0.86999, 0.19077, 3.38803)  0.32
H (-0.99799, -1.66587, 3.89862)  0.38
H (0.57458, -1.01857, 3.78691)  0.32

**Kohn-Sham gap (spin up / spin down)**: 7.2 / 7.8 eV
**Energy relative to the best compared isomer or geometry (same formula, charge and spin)**: 326.7 kJ/mol

Among the records above, which one has the highest energy relative to the best compared isomer or geometry (same formula, charge and spin)?
C7H8I2Si